# 1
{
  "formula": "C4H10N2O",
  "method": "wB97M-V/def2-TZVPD",
  "species": ["O", "N", "N", "C", "C", "C", "C", "H", "H", "H", "H", "H", "H", "H", "H", "H", "H"],
  "coordinates": [[-0.636, -2.578, -0.532], [0.894, 0.779, -0.925], [-0.085, 1.903, 1.013], [1.054, 1.780, 0.210], [-0.261, -0.115, -0.516], [0.071, -0.652, 0.912], [0.191, -1.571, -0.311], [0.768, 1.284, -1.796], [1.018, -0.520, 1.423], [-2.894, -2.125, -0.924], [-0.780, -0.884, 1.591], [-2.533, -2.778, -0.920], [1.402, 2.755, -0.223], [1.208, -1.854, -0.553], [1.945, 1.362, 0.713], [-1.238, 0.400, -0.511], [-0.122, 2.814, 1.349]],
  "forces_ev_per_angstrom": [[2.62, 2.45, 1.62], [-1.67, -0.25, 2.28], [-0.34, -2.40, -1.87], [0.56, -0.32, -1.94], [3.35, 2.03, 2.08], [-1.95, 2.53, 1.40], [-2.66, -5.10, -4.29], [-0.27, -0.52, -0.01], [-0.06, 0.03, -0.30], [-0.51, -0.23, -0.15], [0.69, 0.10, -0.90], [-0.59, 0.33, -0.10], [-0.29, -0.66, 0.05], [0.59, 0.74, 0.06], [0.09, 0.62, 0.44], [0.03, -1.17, -0.29], [0.40, 1.84, 1.90]],
  "nbo_charge": [-0.476, -0.614, -0.619, -0.127, -0.112, -0.331, 0.152, 0.387, 0.246, -0.047, 0.263, 0.044, 0.207, 0.196, 0.211, 0.284, 0.336],
  "gap_ha": 0.166,
  "relative_energy_kcal_mol": 242.4
}

=====

# 2
{
  "formula": "C4H10N2O",
  "method": "wB97M-V/def2-TZVPD",
  "species": ["O", "N", "N", "C", "C", "C", "C", "H", "H", "H", "H", "H", "H", "H", "H", "H", "H"],
  "coordinates": [[-0.969, -1.469, 0.352], [1.948, -1.523, -0.375], [1.619, -0.348, -1.147], [0.286, 0.810, 0.161], [0.793, 0.995, 1.391], [-1.140, -0.288, 0.056], [-2.515, 0.268, -0.229], [0.089, 1.652, -0.488], [2.188, -1.217, 0.569], [1.067, -2.044, -0.234], [-2.516, 1.352, -0.081], [0.949, 0.162, 2.069], [0.767, -0.493, -1.703], [-2.781, 0.069, -1.271], [-3.254, -0.187, 0.438], [1.044, 1.984, 1.753], [2.425, 0.275, -1.261]],
  "forces_ev_per_angstrom": [[-0.57, 1.91, -0.64], [-0.06, -0.33, -0.25], [-0.49, -0.86, 0.78], [-4.27, -0.68, 0.74], [-0.15, -0.30, -0.02], [3.54, -1.11, 0.94], [0.42, 0.73, 0.15], [0.21, 0.22, -0.08], [-0.13, 0.28, -0.05], [0.55, 0.50, -0.18], [-0.07, -0.14, -0.06], [-0.51, 0.09, 0.16], [1.65, 0.55, -0.25], [0.04, -0.08, 0.10], [0.25, -0.06, -0.19], [0.63, -0.07, -0.29], [-1.05, -0.65, -0.87]],
  "nbo_charge": [-0.588, -0.667, -0.652, -0.197, -0.566, 0.589, -0.733, 0.181, 0.337, 0.374, 0.230, 0.197, 0.396, 0.244, 0.249, 0.208, 0.399],
  "gap_ha": 0.298,
  "smiles": "C=CC(C)=O.NN",
  "relative_energy_kcal_mol": 127.1
}

=====

# 3
{
  "formula": "C4H10N2O",
  "method": "wB97M-V/def2-TZVPD",
  "species": ["O", "N", "N", "C", "C", "C", "C", "H", "H", "H", "H", "H", "H", "H", "H", "H", "H"],
  "coordinates": [[-0.200, 1.453, -1.949], [1.062, -0.239, -1.203], [0.219, -1.729, 0.503], [1.359, -1.342, -0.278], [-0.200, 1.170, 0.404], [0.158, 0.760, -1.014], [-1.691, 1.095, 0.674], [1.543, -0.159, -2.085], [2.119, -0.963, 0.405], [0.371, 0.606, 1.113], [-0.214, -2.584, 0.215], [-2.141, 0.124, 0.535], [1.620, -2.222, -0.845], [-1.968, 1.529, 1.641], [0.111, 2.212, 0.451], [-2.199, 1.741, -0.015], [0.053, -1.451, 1.448]],
  "forces_ev_per_angstrom": [[-0.19, -0.02, -0.16], [-0.15, -0.27, -0.18], [-0.43, -0.43, -0.67], [-0.84, 1.06, 1.01], [-0.45, -0.20, -0.43], [0.47, 0.67, 0.13], [-0.32, 0.69, 0.27], [-0.13, -0.40, -0.15], [0.51, -0.58, -0.08], [0.32, -0.16, 0.49], [-0.15, -0.05, 0.23], [0.17, -0.44, 0.22], [0.76, 0.09, -0.27], [0.24, -0.43, 0.12], [0.09, 0.07, 0.10], [-0.21, 0.36, -0.69], [0.32, 0.05, 0.05]],
  "nbo_charge": [-0.627, -0.647, -0.875, -0.047, -0.486, 0.688, -0.606, 0.402, 0.176, 0.188, 0.378, 0.211, 0.198, 0.206, 0.233, 0.223, 0.385],
  "gap_ha": 0.373,
  "smiles": "CCC(=O)NCN",
  "relative_energy_kcal_mol": 27.3
}

=====

# 4
{
  "formula": "C4H10N2O2",
  "method": "wB97M-V/def2-TZVPD",
  "species": ["O", "O", "N", "N", "C", "C", "C", "C", "H", "H", "H", "H", "H", "H", "H", "H", "H", "H"],
  "coordinates": [[-1.914, -0.086, -0.809], [-0.073, 1.752, -1.154], [1.963, 1.395, -0.287], [-0.385, 0.762, 1.801], [0.618, 1.105, -0.403], [-1.024, -0.759, 0.008], [0.126, 0.056, 0.596], [-0.370, -1.966, -0.780], [-1.080, -2.787, -0.926], [-1.538, -1.343, 0.775], [2.441, 1.097, 0.530], [-1.576, 0.746, -1.155], [-1.092, 1.451, 1.527], [0.884, -0.598, 1.013], [0.316, 1.329, 2.278], [2.342, 1.961, -1.031], [-0.080, -1.761, -1.814], [0.441, -2.353, -0.167]],
  "forces_ev_per_angstrom": [[-1.40, -0.11, 0.32], [-0.67, 0.01, -0.68], [-1.45, -0.35, -0.81], [-0.37, 0.83, -0.07], [2.07, 0.06, 1.04], [1.62, -2.46, -1.44], [-1.60, 1.23, 1.02], [-0.65, 0.09, -0.17], [-0.18, 0.19, 0.37], [-0.29, 0.92, 0.49], [0.75, -0.17, 0.07], [0.58, 0.13, 0.07], [0.05, -0.45, 0.01], [0.35, -0.12, -0.58], [0.15, -0.33, -0.22], [0.31, 0.19, 0.55], [0.46, 0.51, 0.29], [0.27, -0.17, -0.27]],
  "nbo_charge": [-0.736, -0.627, -0.833, -0.810, 0.677, 0.108, -0.183, -0.635, 0.214, 0.185, 0.395, 0.503, 0.364, 0.211, 0.352, 0.410, 0.211, 0.192],
  "gap_ha": 0.375,
  "smiles": "C[C@H](O)[C@H](N)C(N)=O",
  "relative_energy_kcal_mol": 36.2
}

=====

# 5
{
  "formula": "C4H10N2O2",
  "method": "wB97M-V/def2-TZVPD",
  "species": ["O", "O", "N", "N", "C", "C", "C", "C", "H", "H", "H", "H", "H", "H", "H", "H", "H", "H"],
  "coordinates": [[-2.800, 1.678, -1.840], [-0.887, -2.507, 0.680], [0.648, 0.379, 1.616], [-0.581, 0.880, -0.153], [1.308, -0.019, 0.497], [2.655, -0.668, 0.549], [0.564, 0.287, -0.623], [-0.511, 0.854, 1.197], [-3.654, 1.595, -1.450], [-1.355, 1.196, -0.720], [3.232, -0.389, 1.431], [-2.972, 1.547, -2.761], [0.760, 0.279, -1.683], [-1.265, 1.266, 1.848], [-0.258, -1.975, 1.176], [-0.691, -2.128, -0.179], [2.489, -1.748, 0.716], [3.321, -0.527, -0.301]],
  "forces_ev_per_angstrom": [[0.76, 0.21, 0.27], [0.27, 0.23, -0.10], [-0.72, -0.41, 0.27], [-0.10, -0.35, 0.47], [0.72, 0.47, -1.13], [0.02, -0.97, 0.82], [0.10, 0.34, 0.16], [0.52, 0.50, 0.02], [-0.97, -0.06, 0.69], [-0.06, 0.01, -0.03], [-0.24, 0.42, 0.06], [0.10, -0.11, -1.00], [0.15, -0.27, 0.08], [-0.11, -0.04, -0.10], [0.01, -0.03, 0.77], [-0.30, -0.17, -0.61], [0.24, 0.20, -0.39], [-0.41, 0.05, -0.24]],
  "nbo_charge": [-0.942, -0.934, -0.482, -0.520, 0.083, -0.643, -0.150, 0.166, 0.480, 0.446, 0.231, 0.482, 0.216, 0.197, 0.471, 0.461, 0.218, 0.220],
  "gap_ha": 0.323,
  "smiles": "Cc1c[nH]cn1.O.O",
  "relative_energy_kcal_mol": 31.0
}

=====

# 6
{
  "formula": "C4H10N2O2",
  "method": "wB97M-V/def2-TZVPD",
  "species": ["O", "O", "N", "N", "C", "C", "C", "C", "H", "H", "H", "H", "H", "H", "H", "H", "H", "H"],
  "coordinates": [[-0.633, -0.300, 0.711], [1.744, 1.333, 0.732], [1.623, 0.704, -0.299], [-1.732, 0.166, 0.909], [3.590, -0.637, 0.525], [-2.465, 0.649, -0.237], [2.521, -0.404, -0.530], [-3.876, 0.067, -0.192], [3.975, 0.326, 0.865], [1.858, -1.267, -0.654], [4.412, -1.222, 0.120], [-2.523, 1.733, -0.091], [-4.476, 0.484, -0.998], [-4.344, 0.298, 0.764], [3.169, -1.152, 1.385], [-1.950, 0.435, -1.183], [-3.840, -1.015, -0.310], [2.945, -0.198, -1.518]],
  "forces_ev_per_angstrom": [[-1.30, 0.29, -0.22], [0.31, -1.01, -0.98], [-0.84, 1.63, 0.51], [1.19, -0.54, 0.99], [-0.16, 0.21, -0.07], [-0.20, 0.09, -0.95], [0.81, -0.52, 0.44], [0.18, 0.01, 0.05], [0.06, -0.12, 0.01], [-0.01, 0.07, -0.08], [-0.01, -0.08, 0.00], [0.09, -0.01, 0.01], [-0.02, 0.01, 0.02], [-0.05, -0.02, -0.03], [0.06, -0.01, 0.09], [0.03, 0.02, 0.23], [-0.05, -0.04, -0.01], [-0.07, 0.00, -0.01]],
  "nbo_charge": [-0.288, -0.297, 0.150, 0.146, -0.642, -0.324, -0.325, -0.609, 0.225, 0.232, 0.216, 0.226, 0.220, 0.220, 0.219, 0.199, 0.211, 0.221],
  "gap_ha": 0.327,
  "smiles": "CCN=O.CCN=O",
  "relative_energy_kcal_mol": 150.0
}

=====

# 7
{
  "formula": "C4H10N2O2",
  "method": "wB97M-V/def2-TZVPD",
  "species": ["O", "O", "N", "N", "C", "C", "C", "C", "H", "H", "H", "H", "H", "H", "H", "H", "H", "H"],
  "coordinates": [[-1.612, 1.767, -0.240], [-1.198, -1.741, -0.410], [-2.777, 0.088, 0.776], [1.338, 1.359, -0.366], [1.104, 0.148, 0.326], [-1.848, 0.583, -0.061], [2.232, -0.852, 0.143], [-1.073, -0.520, -0.771], [2.338, -1.119, -0.909], [0.905, 0.365, 1.377], [0.144, -0.711, 0.121], [-0.632, -0.217, -1.730], [2.037, -1.765, 0.706], [-3.369, 0.704, 1.307], [3.171, -0.420, 0.489], [1.532, 1.213, -1.350], [0.589, 2.032, -0.238], [-2.878, -0.915, 0.830]],
  "forces_ev_per_angstrom": [[-0.10, -0.33, -0.12], [-1.23, 2.44, -1.81], [0.03, -0.08, -0.09], [-0.28, 0.02, -0.27], [-1.02, -2.27, 0.56], [-0.23, 0.43, 0.48], [0.17, 0.21, 0.29], [-0.65, -3.95, 0.89], [0.02, -0.01, -0.07], [0.17, 0.03, 0.07], [2.66, 3.49, 0.24], [0.22, 0.00, 0.11], [0.01, -0.01, -0.04], [0.07, 0.00, -0.06], [0.12, -0.03, -0.04], [-0.08, 0.14, 0.04], [0.07, -0.13, -0.24], [0.04, 0.07, 0.05]],
  "nbo_charge": [-0.611, -0.623, -0.795, -0.829, -0.182, 0.571, -0.624, 0.278, 0.202, 0.192, 0.227, 0.170, 0.217, 0.410, 0.218, 0.356, 0.398, 0.424],
  "gap_ha": 0.313,
  "smiles": "NC(=O)C=O.CCN",
  "relative_energy_kcal_mol": 78.2
}

=====

# 8
{
  "formula": "C4H10N2O2",
  "method": "wB97M-V/def2-TZVPD",
  "species": ["O", "O", "N", "N", "C", "C", "C", "C", "H", "H", "H", "H", "H", "H", "H", "H", "H", "H"],
  "coordinates": [[0.879, 1.430, 0.494], [-1.906, -1.366, -0.151], [2.618, -0.433, 0.198], [0.487, -0.492, -1.073], [-1.873, -0.123, 0.483], [-1.217, 0.989, -0.255], [0.248, 0.940, -0.620], [1.272, -1.152, 0.118], [-1.323, -0.213, 1.443], [2.889, -0.453, 1.155], [2.208, 0.454, 0.105], [1.496, -2.179, -0.053], [-0.490, -0.965, -0.955], [-1.760, 0.950, -1.225], [-2.908, 0.231, 0.731], [-1.419, 1.953, 0.210], [0.531, -1.109, 0.931], [0.268, 1.538, -1.535]],
  "forces_ev_per_angstrom": [[-1.68, -1.21, -3.32], [0.92, 2.36, -0.20], [-2.27, -2.72, -0.48], [-0.01, 0.53, 4.35], [1.23, -2.33, 1.46], [-4.86, 1.10, -1.30], [3.95, -1.22, 1.85], [0.95, 1.46, -2.13], [-0.57, -0.09, 0.20], [0.46, -0.15, 0.97], [0.53, 2.64, -0.11], [-0.31, -0.92, -0.54], [-0.18, -0.70, -0.78], [0.51, 0.48, 0.05], [0.43, -0.06, -0.33], [0.01, -0.07, -0.01], [0.60, 0.41, 0.37], [0.29, 0.46, -0.05]],
  "nbo_charge": [-0.531, -0.597, -0.764, -0.408, -0.116, -0.380, 0.184, -0.097, 0.161, 0.356, 0.364, 0.215, 0.416, 0.232, 0.258, 0.251, 0.215, 0.240],
  "gap_ha": 0.193,
  "relative_energy_kcal_mol": 211.4
}